Entry 1:
{"formula": "C20H24B2ClF4N2O10PS2SeW", "method": "wB97M-V/def2-TZVPD", "lumo_energy_ev": 3.57, "charge": -2, "de_lowest_kcal_mol": 36.86, "gap_ev": 6.37, "homo_ev": -2.8063, "symbols": ["W", "O", "B", "O", "C", "C", "C", "C", "C", "C", "H", "H", "H", "H", "C", "C", "C", "O", "P", "S", "S", "O", "C", "C", "C", "H", "H", "H", "H", "H", "H", "H", "H", "H", "H", "H", "H", "H", "H", "Cl", "C", "C", "O", "O", "H", "H", "O", "Se", "O", "O", "O", "F", "B", "F", "F", "F", "N", "C", "C", "C", "C", "N", "C", "C", "H", "H", "H", "H"], "positions_angstrom": [[0.7907, -0.0817, 1.8323], [0.9403, -3.3072, -0.2342], [1.2627, -3.0468, 1.2024], [1.0204, -4.3426, 1.8662], [1.0042, -5.2620, 0.8953], [0.9904, -6.6351, 1.0111], [0.9451, -7.3946, -0.1666], [0.9035, -6.7870, -1.4095], [0.9035, -5.3891, -1.5267], [0.9574, -4.6465, -0.3696], [1.0186, -7.1008, 1.9878], [0.9422, -8.4765, -0.0999], [0.8715, -7.3964, -2.3052], [0.8687, -4.9008, -2.4932], [-3.2204, 0.8178, -0.8599], [-3.9222, 1.6706, 0.1797], [-4.8218, 2.7275, -0.4414], [-3.0382, 2.2962, 1.1303], [-1.6393, 3.0005, 0.9895], [-1.2416, 4.0334, 2.5698], [-0.1639, 1.7221, 0.3248], [-1.9066, 3.8689, -0.3505], [-0.9948, 4.6359, -1.1611], [-0.6368, 3.8348, -2.4029], [0.2314, 5.1571, -0.4327], [-3.9812, 0.3649, -1.5003], [-2.6483, 0.0305, -0.3758], [-2.5507, 1.4161, -1.4803], [-4.5173, 1.0120, 0.8144], [-4.2573, 3.3612, -1.1256], [-5.2542, 3.3562, 0.3378], [-5.6314, 2.2417, -0.9906], [-1.6042, 5.4931, -1.4663], [-0.0210, 2.9752, -2.1398], [-0.0785, 4.4666, -3.0978], [-1.5404, 3.4819, -2.9024], [0.9063, 4.3509, -0.1437], [-0.0501, 5.7058, 0.4634], [0.7683, 5.8266, -1.1096], [4.4927, 1.7143, 3.9226], [2.9842, 2.4640, 3.3079], [2.9247, 2.2571, 1.7990], [3.4190, 3.0796, 1.0567], [2.3662, 1.1583, 1.3636], [3.0435, 3.5271, 3.5130], [2.1591, 2.0025, 3.8351], [0.6115, -1.9248, 1.8250], [3.1611, -1.3946, 2.3314], [3.0350, -1.9726, 3.8479], [0.6144, 0.4570, 3.4127], [2.7330, -2.6956, 1.2413], [-1.5142, -0.6305, 1.4836], [-2.5560, -0.6859, 2.5633], [-2.1486, -1.5971, 3.5067], [-2.6875, 0.5776, 3.0928], [-3.7149, -1.0991, 1.8880], [2.0349, -0.8784, -5.8044], [1.8963, -0.8201, -4.6648], [1.7229, -0.7473, -3.2425], [2.7950, -0.3996, -2.4276], [2.5748, -0.3145, -1.0657], [1.3888, -0.5635, -0.5204], [0.3699, -0.9213, -1.3019], [0.4845, -1.0205, -2.6745], [3.7704, -0.1893, -2.8401], [3.3652, -0.0259, -0.3873], [-0.5659, -1.1352, -0.8020], [-0.3648, -1.3019, -3.2786]], "forces_ev_per_a": [[0.8, -0.6, -0.2], [-0.1, -0.1, 0.0], [1.1, 0.0, 0.2], [0.0, 0.0, 0.0], [-0.2, 0.0, 0.0], [0.0, 0.1, 0.0], [0.0, 0.0, 0.0], [0.0, 0.0, 0.0], [0.0, 0.1, 0.0], [-0.2, 0.0, 0.0], [0.0, 0.0, 0.0], [0.0, 0.0, 0.0], [0.0, 0.0, 0.0], [0.0, 0.0, 0.0], [0.0, 0.1, 0.0], [-0.1, -0.1, 0.0], [0.0, 0.0, 0.0], [0.0, 0.2, -0.1], [0.1, 0.0, 0.0], [0.0, 0.0, 0.1], [-0.1, 0.1, -0.1], [0.0, -0.1, 0.0], [0.0, 0.1, 0.0], [0.0, 0.0, 0.0], [0.0, 0.0, 0.0], [0.0, 0.0, 0.0], [0.0, 0.0, 0.0], [0.0, 0.0, 0.0], [0.0, 0.0, 0.0], [0.0, 0.0, 0.0], [0.0, 0.0, 0.0], [0.0, 0.0, 0.0], [0.0, 0.0, 0.0], [0.0, 0.0, 0.0], [0.0, 0.0, 0.0], [0.0, 0.0, 0.0], [0.0, 0.0, 0.0], [0.0, 0.0, 0.0], [0.0, 0.0, 0.0], [0.0, 0.0, 0.0], [0.0, 0.1, -0.1], [-0.2, 0.1, -0.1], [0.1, 0.0, 0.0], [0.0, -0.1, 0.3], [0.0, 0.0, 0.0], [-0.1, 0.0, 0.0], [-1.3, 0.2, -0.4], [-0.1, 0.2, -0.2], [0.0, 0.0, 0.0], [-0.2, -0.1, 0.1], [0.0, 0.0, 0.1], [0.4, 0.3, 0.3], [-0.2, -0.2, -0.1], [0.0, -0.1, 0.0], [0.0, -0.1, 0.1], [0.0, 0.1, 0.1], [0.0, 0.0, 0.0], [0.0, 0.0, -0.3], [0.0, 0.0, 0.2], [-0.1, -0.1, 0.0], [0.0, -0.1, 0.0], [-0.1, 0.3, 0.0], [0.0, -0.1, 0.0], [0.1, 0.0, 0.0], [0.0, 0.0, 0.0], [0.0, 0.0, 0.0], [0.0, 0.0, 0.0], [0.0, 0.0, 0.0]], "nbo_charge": [1.901, -0.708, 1.175, -0.638, 0.259, -0.276, -0.253, -0.257, -0.313, 0.331, 0.207, 0.189, 0.190, 0.202, -0.643, 0.114, -0.626, -0.833, 1.742, -0.626, -0.598, -0.863, 0.128, -0.633, -0.657, 0.199, 0.251, 0.207, 0.213, 0.212, 0.214, 0.194, 0.167, 0.234, 0.198, 0.205, 0.248, 0.236, 0.197, -0.074, -0.472, 0.794, -0.626, -0.776, 0.226, 0.254, -0.869, 1.407, -1.017, -0.597, -0.969, -0.570, 1.361, -0.546, -0.548, -0.573, -0.331, 0.295, -0.142, -0.215, 0.099, -0.471, 0.114, -0.169, 0.227, 0.235, 0.243, 0.223]}



Entry 2:
{"formula": "C25H40N6O4Sn", "method": "wB97M-V/def2-TZVPD", "lumo_energy_ev": 4.34, "charge": -2, "de_lowest_kcal_mol": 27.38, "gap_ev": 4.72, "homo_ev": -0.3785, "symbols": ["Sn", "N", "C", "C", "O", "N", "C", "C", "O", "O", "H", "H", "H", "H", "H", "H", "N", "C", "O", "C", "C", "H", "H", "H", "H", "H", "H", "N", "N", "H", "H", "H", "H", "C", "C", "C", "C", "C", "C", "C", "C", "N", "C", "C", "C", "C", "C", "C", "C", "C", "C", "C", "H", "H", "H", "H", "H", "H", "H", "H", "H", "H", "H", "H", "H", "H", "H", "H", "H", "H", "H", "H", "H", "H", "H", "H"], "positions_angstrom": [[-0.0083, 1.7727, 0.1754], [-2.7353, 2.5649, 1.1952], [-2.7929, 1.9533, 2.5268], [-1.4914, 2.1205, 3.3382], [-1.6103, 2.1645, 4.5823], [-0.3960, 2.2057, 2.6111], [0.8400, 2.4684, 3.3081], [1.9299, 3.0503, 2.3998], [2.8918, 3.6132, 2.9296], [1.8108, 2.8886, 1.1207], [-3.6488, 2.5653, 0.7568], [-2.4345, 3.5326, 1.2594], [-3.5983, 2.3537, 3.1532], [-2.9800, 0.8790, 2.4083], [0.6937, 3.1497, 4.1498], [1.2672, 1.5422, 3.7220], [-0.1679, 5.5437, -1.8231], [-1.1976, 4.6392, -1.6776], [-2.0604, 4.7982, -0.8266], [-1.1261, 3.4590, -2.6146], [0.1434, 2.6217, -2.3294], [0.0008, 6.1285, -1.0191], [0.6664, 5.1554, -2.2361], [-1.1917, 3.8332, -3.6494], [-2.0166, 2.8543, -2.4245], [1.0356, 3.2106, -2.6040], [0.1485, 1.7677, -3.0238], [4.3259, 2.5352, -0.6122], [3.6757, 1.7479, -1.6306], [4.9302, 1.8998, -0.1091], [3.6365, 2.8640, 0.0655], [2.9649, 1.1386, -1.2260], [3.1584, 2.3965, -2.2083], [2.8838, -4.8742, 1.1230], [2.7091, -3.3754, 1.0494], [3.6996, -2.5355, 1.5337], [3.5006, -1.1476, 1.4772], [4.5728, -0.2162, 1.9868], [2.3435, -0.6467, 0.9379], [1.2967, -1.4593, 0.3984], [1.5404, -2.8588, 0.5003], [0.2363, -0.8183, -0.1322], [-0.9227, -1.5268, -0.6434], [-1.6324, -2.3679, 0.4419], [-2.8947, -3.0313, -0.1158], [-2.5179, -3.9188, -1.3081], [-1.8892, -3.0667, -2.4170], [-2.8923, -2.0029, -2.8656], [-3.2280, -1.1137, -1.6674], [-3.8868, -1.9600, -0.5754], [-1.9516, -0.4796, -1.1106], [-0.6180, -2.3920, -1.8916], [3.8778, -5.1330, 1.4915], [2.7522, -5.3319, 0.1392], [2.1440, -5.3191, 1.7945], [4.6131, -2.9395, 1.9602], [5.0494, -0.6257, 2.8799], [4.1641, 0.7665, 2.2263], [5.3475, -0.0855, 1.2254], [2.1926, 0.4300, 0.9268], [0.8120, -3.5820, 0.1615], [-1.8830, -1.6886, 1.2628], [-0.9657, -3.1279, 0.8490], [-3.3598, -3.6505, 0.6612], [-3.4096, -4.4312, -1.6910], [-1.8068, -4.6875, -0.9853], [-1.6371, -3.7135, -3.2669], [-3.8004, -2.4796, -3.2561], [-2.4606, -1.3959, -3.6679], [-3.9131, -0.3176, -1.9816], [-4.8037, -2.4308, -0.9517], [-4.1598, -1.3215, 0.2710], [-2.2205, 0.1529, -0.2596], [-1.4813, 0.1637, -1.8638], [-0.1976, -1.7276, -2.6536], [0.1332, -3.1510, -1.6810]], "forces_ev_per_a": [[-0.3, 0.1, 0.3], [0.0, -0.1, 0.2], [0.0, 0.0, 0.0], [-0.2, 0.0, -0.1], [0.0, 0.0, 0.1], [0.1, 0.2, -0.1], [-0.1, 0.0, -0.1], [0.2, 0.1, 0.3], [-0.1, -0.1, -0.2], [-0.3, -0.3, -0.4], [0.0, 0.0, -0.1], [0.0, -0.1, -0.1], [0.0, 0.0, 0.0], [0.0, 0.0, 0.0], [0.1, 0.0, 0.0], [0.0, 0.0, 0.1], [0.0, 0.0, -0.1], [0.0, -0.1, 0.3], [0.0, 0.1, -0.2], [0.1, -0.2, 0.1], [0.2, 0.3, -0.3], [-0.1, 0.0, 0.0], [0.0, 0.0, 0.0], [-0.1, 0.0, 0.0], [0.0, 0.1, 0.0], [0.0, 0.0, 0.0], [0.0, -0.1, 0.2], [-0.1, 0.0, 0.0], [0.0, -0.1, 0.0], [0.1, 0.0, 0.0], [0.0, 0.0, 0.1], [0.0, 0.0, 0.1], [0.0, 0.1, -0.1], [0.0, 0.1, 0.0], [0.1, 0.1, 0.0], [0.0, -0.1, 0.0], [0.0, 0.0, 0.0], [-0.1, 0.0, -0.1], [-0.1, 0.1, -0.1], [0.0, 0.0, -0.1], [-0.1, -0.1, 0.0], [0.1, 0.0, -0.1], [0.2, -0.1, 0.0], [-0.1, 0.0, -0.1], [0.0, -0.1, 0.0], [0.0, 0.0, 0.0], [0.0, -0.1, -0.1], [0.1, 0.0, 0.1], [-0.1, 0.0, -0.1], [0.1, 0.0, 0.0], [0.0, 0.1, 0.1], [-0.1, 0.0, 0.0], [0.0, 0.0, 0.0], [0.0, 0.0, 0.0], [0.0, 0.0, 0.0], [0.0, 0.0, 0.0], [0.0, 0.0, 0.0], [0.0, 0.0, 0.0], [0.0, 0.0, 0.0], [0.1, 0.0, 0.0], [0.0, 0.0, -0.1], [0.0, 0.0, 0.0], [0.0, 0.0, 0.0], [0.0, 0.0, 0.0], [0.0, 0.0, 0.0], [0.0, 0.0, 0.0], [0.0, 0.0, 0.0], [0.0, 0.0, 0.0], [0.0, 0.0, 0.0], [0.0, 0.0, 0.0], [0.0, 0.0, 0.0], [0.0, 0.0, 0.0], [0.0, 0.1, 0.0], [0.0, 0.0, 0.0], [0.0, 0.0, 0.0], [0.1, 0.0, 0.1]], "lowdin_charge": [1.448, -0.053, -0.219, -0.609, -0.075, -0.104, -0.183, -0.668, -0.025, -0.271, 0.062, 0.049, 0.093, 0.096, 0.111, 0.123, 0.144, -0.583, 0.003, -0.280, -0.354, 0.098, 0.074, 0.090, 0.090, -0.026, -0.005, -0.078, -0.077, 0.026, 0.023, 0.030, 0.024, -0.078, -0.313, -0.072, -0.290, -0.056, -0.026, -0.300, -0.029, -0.051, -0.480, -0.080, -0.295, -0.130, -0.299, -0.134, -0.290, -0.130, -0.147, -0.081, 0.059, 0.067, 0.069, 0.091, 0.067, 0.070, 0.069, 0.052, 0.076, 0.127, 0.100, 0.130, 0.108, 0.115, 0.129, 0.109, 0.116, 0.134, 0.110, 0.115, 0.072, 0.100, 0.126, 0.100]}



Entry 3:
{"formula": "C4H15N3", "method": "wB97M-V/def2-TZVPD", "lumo_energy_ev": [-0.16, 0.77], "charge": 0, "de_lowest_kcal_mol": 129.11, "gap_ev": [6.40, 9.41], "homo_ev": [-6.5564, -8.6406], "symbols": ["C", "C", "N", "H", "H", "H", "H", "H", "H", "H", "C", "C", "N", "N", "H", "H", "H", "H", "H", "H", "H", "H"], "positions_angstrom": [[-0.6928, 1.2721, -1.5065], [-1.9151, 0.3912, -1.6450], [1.2433, -0.3499, -0.7503], [0.8144, -1.0233, -1.3857], [0.2543, 0.6422, -0.9331], [-0.9263, 2.2688, -1.1544], [-0.1208, 1.3304, -2.4400], [-2.4966, 0.3751, -0.7254], [-1.6429, -0.6401, -1.8795], [-2.5595, 0.7497, -2.4535], [0.2145, -1.8404, 0.9165], [1.9876, -0.2311, 1.5013], [1.1416, -0.8054, 0.4843], [-0.5205, 1.0287, 1.0498], [-1.3315, 1.6548, 1.0115], [0.0605, 1.7188, 1.5392], [0.7641, -2.6353, 1.4239], [2.5156, -1.0260, 2.0314], [-0.5048, -1.4005, 1.6153], [-0.3154, -2.2569, 0.0602], [2.6959, 0.4549, 1.0428], [1.3345, 0.3223, 2.1971]], "forces_ev_per_a": [[1.3, -0.9, 0.2], [0.0, 0.1, -0.1], [0.9, -0.9, 0.0], [-0.1, -0.1, 0.1], [-1.6, 1.5, -0.3], [0.1, 0.1, 0.0], [-0.3, 0.3, -0.2], [-0.1, 0.0, 0.1], [0.0, 0.0, 0.0], [-0.1, -0.1, 0.1], [0.3, 0.3, -0.1], [-0.6, 0.2, 0.0], [0.4, -0.7, -0.2], [-1.0, 0.9, 1.3], [-0.5, -0.4, -0.5], [0.7, -0.1, -0.2], [0.0, -0.1, 0.0], [0.0, 0.0, 0.1], [0.0, 0.0, -0.1], [0.0, 0.1, 0.0], [-0.1, -0.1, 0.0], [0.4, -0.3, 0.1]], "nbo_charge": [-0.586, -0.618, -0.477, 0.325, 0.287, 0.199, 0.197, 0.204, 0.188, 0.203, -0.430, -0.418, -0.128, -0.808, 0.304, 0.297, 0.196, 0.196, 0.230, 0.208, 0.228, 0.205]}



- Look up the charge of the first one.
  -2



- Which of these has the highest charge?
  C4H15N3



- Which value of charge does entry 1 give?
  -2



- Look up the charge of the third one.
  0